(1)
{
  "formula": "C2H4INS",
  "method": "ωB97M-V with the def2-TZVPD basis set",
  "species": ["I", "S", "N", "C", "C", "H", "H", "H", "H"],
  "positions_angstrom": [[-3.12569, 0.02329, 0.05799], [-0.50513, -1.13416, 0.16308], [-0.47232, 1.45832, -0.44343], [-1.02465, 0.38916, -0.15960], [1.25512, -0.87138, 0.24977], [1.30621, 0.19069, -0.17702], [-0.99855, 2.20705, -0.63652], [1.92190, -1.41715, -0.32177], [1.64310, -0.84582, 1.26749]],
  "e_above_lowest_ev": 0.635,
  "total_charge": 0,
  "e_lumo_ha": 0.01632,
  "orbital_gap_ha": 0.361,
  "homo_energy_ev": -9.4
}

***

(2)
{
  "formula": "C17H20CoFN2O3Se2",
  "method": "ωB97M-V with the def2-TZVPD basis set",
  "species": ["Se", "Se", "Co", "F", "O", "O", "O", "N", "N", "C", "C", "C", "C", "C", "C", "C", "C", "C", "C", "C", "C", "C", "C", "C", "C", "C", "H", "H", "H", "H", "H", "H", "H", "H", "H", "H", "H", "H", "H", "H", "H", "H", "H", "H", "H", "H"],
  "positions_angstrom": [[-0.63640, -1.33755, 2.23573], [1.15388, -2.06448, -1.21378], [-0.87835, -1.15178, -0.17255], [-6.46342, -2.32673, -2.61488], [3.88742, 0.42847, 1.93559], [1.39052, -3.81569, 1.56983], [0.52287, 5.54429, -2.20065], [-0.47518, 0.94652, -0.49895], [0.70901, 5.80910, 0.03570], [2.38650, -1.53537, 1.52788], [1.30154, -1.00044, 2.47802], [0.45812, 5.07197, -1.08412], [-5.23274, -2.07267, -2.07820], [3.72957, -0.98234, 2.05198], [0.30340, 2.72445, -1.87843], [0.01048, 1.39027, -1.65950], [-4.75641, -0.78136, -2.08252], [-3.25384, -2.83984, -1.00604], [-0.69837, 1.81546, 0.48635], [0.09932, 3.63092, -0.84781], [-2.69837, -1.55113, -0.97330], [-3.49859, -0.54450, -1.52990], [-4.50545, -3.11669, -1.54802], [2.26224, -1.04298, 0.07044], [2.57705, -3.06179, 1.56084], [-0.42070, 3.16622, 0.35286], [1.42867, 0.08291, 2.51642], [3.70676, 0.65982, 1.01832], [0.91449, 5.35610, 0.90819], [4.54913, -1.49149, 1.52478], [-2.69281, -3.67056, -0.58843], [-4.91681, -4.11869, -1.56187], [-5.35786, 0.01324, -2.50725], [3.13857, -3.34993, 2.45792], [0.69511, 3.06466, -2.82629], [-1.07995, 1.38076, 1.40512], [-3.13911, 0.48236, -1.54093], [3.82657, -1.20380, 3.11670], [1.13224, -3.95209, 0.64822], [3.19761, -3.31605, 0.69133], [-0.63590, 3.83185, 1.17827], [3.26256, -1.05535, -0.37549], [0.18894, 0.62893, -2.40986], [1.91245, -0.00631, 0.05911], [1.07052, 6.73617, -0.11107], [1.52477, -1.37487, 3.48021]],
  "e_above_lowest_ev": 0.153,
  "total_charge": -1,
  "s_squared": 3.762,
  "e_lumo_ha": [0.07053, 0.06962],
  "spin_multiplicity": 4,
  "orbital_gap_ha": [0.216, 0.216],
  "homo_energy_ev": [-3.9, -4.0]
}

***

(3)
{
  "formula": "C17H21F3N2O10",
  "method": "ωB97M-V with the def2-TZVPD basis set",
  "species": ["F", "F", "F", "O", "O", "O", "O", "O", "O", "O", "O", "O", "O", "N", "N", "C", "C", "C", "C", "C", "C", "C", "C", "C", "C", "C", "C", "C", "C", "C", "C", "C", "H", "H", "H", "H", "H", "H", "H", "H", "H", "H", "H", "H", "H", "H", "H", "H", "H", "H", "H", "H", "H"],
  "positions_angstrom": [[5.44978, -2.65991, 5.68333], [6.27292, -0.85059, 4.83523], [4.33979, -0.79330, 5.82855], [3.73752, -0.81315, 3.19592], [-1.56204, 1.51916, -0.10034], [-2.18999, 1.49321, -2.25129], [-4.19234, 0.04165, -5.00097], [0.10319, -1.52326, 0.14151], [-2.13576, -1.35125, -0.01552], [-3.42637, -1.99342, -5.58991], [-3.50994, 2.44665, -0.73617], [-1.98798, -0.36124, -5.10992], [-1.09142, -0.66820, 1.83520], [1.13718, 4.09068, 3.24845], [4.47645, 2.79024, 2.66593], [-2.44288, -0.20744, 1.95458], [4.43621, -1.89153, 3.72965], [-3.29002, -0.70274, -5.21713], [1.09264, 2.98386, 2.90706], [-2.13268, -2.48359, -5.96221], [2.82978, 0.03974, 1.13177], [-3.16234, -1.07073, 0.94100], [-1.20648, -1.55782, -5.20478], [-2.34631, 1.79735, -0.95544], [5.12442, -1.52190, 5.02927], [1.20608, 1.63712, 2.35704], [4.02836, -0.54590, 1.83124], [-4.06648, 2.79062, -2.01585], [-0.94393, -1.20953, 0.60635], [3.60318, 2.17364, 2.21460], [-3.43073, 1.76483, -2.92715], [2.50718, 1.50028, 1.52094], [-4.00415, 0.85084, -2.98542], [1.99840, -0.62902, 1.32342], [-0.27240, -1.36743, -5.72617], [-2.47642, 0.84598, 1.71086], [4.91749, 0.08475, 1.76909], [-3.25085, 2.13527, -3.92850], [-2.02174, -2.39561, -7.04435], [0.33976, 1.52629, 1.71320], [-3.77595, 3.81366, -2.26106], [4.29347, -1.46556, 1.30553], [3.74351, -2.69328, 3.98779], [5.20587, -2.30373, 3.07941], [1.16209, 0.88714, 3.13796], [2.30188, 2.03712, 0.60105], [-5.15094, 2.72667, -1.99511], [-3.51093, -2.01332, 1.36780], [-2.01945, -3.52606, -5.67747], [3.01209, 0.01585, 0.06341], [-2.82063, -0.35077, 2.96515], [-4.00164, -0.56420, 0.46855], [-0.98578, -1.91388, -4.19718]],
  "total_charge": 0,
  "e_lumo_ha": 0.01079,
  "smiles": "N#CC[C@@H](C#N)CCOCC(F)(F)F.O=C1OCCO1.O=C1OCCO1.O=C1OCCO1",
  "orbital_gap_ha": 0.391,
  "homo_energy_ev": -10.4
}

***

(4)
{
  "formula": "C41H52N4O4Os",
  "method": "ωB97M-V with the def2-TZVPD basis set",
  "species": ["Os", "O", "O", "O", "O", "N", "N", "N", "N", "C", "C", "C", "C", "C", "C", "C", "C", "C", "C", "C", "C", "C", "C", "C", "C", "C", "C", "C", "C", "C", "C", "C", "C", "C", "C", "C", "C", "C", "C", "C", "C", "C", "C", "C", "C", "C", "C", "C", "C", "C", "H", "H", "H", "H", "H", "H", "H", "H", "H", "H", "H", "H", "H", "H", "H", "H", "H", "H", "H", "H", "H", "H", "H", "H", "H", "H", "H", "H", "H", "H", "H", "H", "H", "H", "H", "H", "H", "H", "H", "H", "H", "H", "H", "H", "H", "H", "H", "H", "H", "H", "H", "H"],
  "positions_angstrom": [[0.61199, 1.49929, 0.05010], [1.44638, -0.21233, -0.08452], [-0.40125, -3.15942, 0.94977], [-1.04455, 0.69510, -0.39562], [-1.82706, -2.89889, -0.80092], [-1.03903, 2.94025, 0.50946], [0.95070, 1.97376, 2.14323], [1.18774, 3.63627, -0.60386], [2.81882, 1.70753, -0.07865], [3.42635, 2.44333, 2.25944], [-0.21004, -1.85548, 0.48818], [3.38682, 2.73696, -0.95330], [-2.26376, -0.14988, -2.31398], [-1.02861, -1.74166, -0.78920], [1.55073, -1.40868, 2.76585], [-3.18104, 0.10406, 1.22309], [-2.74649, -3.51561, 1.37946], [-4.32458, 0.02593, 2.01082], [2.22482, -1.86215, -2.09734], [-3.20159, 1.38460, -3.92968], [2.01331, 2.97909, 2.43934], [1.27768, -1.60550, 0.24998], [-1.39653, -5.11661, -0.00677], [-4.22598, -1.22051, -0.46951], [3.53846, 1.40168, 1.17310], [-5.36493, -1.30638, 0.31418], [-0.87350, 3.55616, -1.88862], [3.59722, -1.97846, 3.89363], [3.39975, -2.25962, 1.50689], [-2.77000, 1.10334, -2.64479], [-1.84803, -0.43431, -0.87264], [-0.34723, 2.42489, 2.70920], [-5.42277, -0.68305, 1.55432], [0.53719, 4.06943, -1.87923], [-3.11210, -0.51831, -0.01881], [-0.95643, 3.50348, 1.86026], [-3.15212, 0.39803, -4.90706], [-2.68415, -0.86292, -4.57929], [2.83742, -4.01297, -2.97958], [1.80830, -2.44543, -0.90569], [2.08602, -1.80752, 1.53665], [-1.61286, -3.67678, 0.38852], [-1.51438, 3.88342, -0.54875], [2.63717, 3.99211, -0.66105], [2.41651, -4.60391, -1.79592], [2.74097, -2.63939, -3.12806], [1.91291, -3.82912, -0.76278], [4.14722, -2.34970, 2.67711], [-2.24783, -1.14190, -3.28831], [2.29152, -1.50344, 3.93585], [0.54618, 5.16100, -1.93836], [2.80533, 4.74171, -1.43383], [-4.35500, 0.51204, 2.97820], [-1.01174, 1.56203, 2.73509], [3.23281, 2.44178, -1.99217], [-3.68865, -3.81148, 0.92031], [3.11004, 0.46406, 1.52597], [2.95749, 4.42996, 0.28270], [1.92293, 3.33074, 3.46889], [-0.57143, -1.11795, 1.21860], [-2.55521, -4.15653, 2.24044], [-2.33648, -5.55895, -0.33397], [-0.85009, 2.48096, -2.04313], [1.84517, -1.22690, 4.88338], [-1.02599, -5.67639, 0.85212], [4.46048, 2.83847, -0.79004], [-0.67168, -5.17725, -0.81720], [2.90945, 0.82742, -0.58271], [-2.86862, 1.85469, -1.87270], [4.58938, 1.19964, 0.95460], [-2.60005, 3.84570, -0.63030], [-6.31988, -0.74588, 2.15553], [4.09751, 3.29534, 2.13327], [-1.91691, -2.14524, -3.05362], [2.14760, -0.79091, -2.23152], [1.80551, 3.82709, 1.79647], [4.17726, -2.06060, 4.80318], [-4.20559, -1.70818, -1.43426], [5.16357, -2.71966, 2.63279], [1.61247, -4.29794, 0.16370], [3.85175, -2.54663, 0.56642], [-2.83249, -2.48528, 1.72372], [3.06990, -2.16799, -4.04524], [1.12728, 3.68440, -2.71081], [0.52836, -1.04847, 2.82895], [3.23986, -4.62106, -3.77888], [0.77849, 4.18160, 0.14465], [-1.73821, 2.19649, 0.53065], [-0.36264, 4.42142, 1.85564], [-1.25962, 4.89500, -0.21839], [-2.66015, -1.64338, -5.32840], [-1.93909, 3.77443, 2.25126], [-6.22047, -1.85918, -0.05136], [1.19124, 1.09846, 2.61539], [2.48983, -5.67684, -1.67115], [-3.49713, 0.60746, -5.91076], [-2.31493, 0.62883, 1.60336], [-1.46507, 3.97602, -2.70120], [-0.21466, 2.76763, 3.73671], [-0.37967, -1.75606, -1.66668], [-3.60044, 2.36333, -4.16754], [3.75282, 1.93225, 3.16769]],
  "total_charge": 2,
  "e_lumo_ha": -0.24584,
  "orbital_gap_ha": 0.247,
  "homo_energy_ev": -13.4
}